No. 1
This record from the OMol25 dataset describes a structure of composition C5H8N2. The level of theory is ωB97M-V/def2-TZVPD.

Geometry as XYZ:
```
15
Properties=species:S:1:pos:R:3:forces:R:3:mulliken_charge:R:1
C -1.954 -0.973 0.382 0.0 0.1 0.0 -1.326
C -0.556 -0.548 -0.012 0.0 -0.2 0.0 0.552
C -0.239 0.757 -0.640 -0.2 0.1 -0.2 -0.715
N 0.032 0.526 0.792 0.1 0.0 0.2 -0.497
C 1.489 0.493 0.806 0.1 -0.1 0.1 -0.349
C 1.761 0.607 -0.681 -0.1 0.0 0.1 0.156
N 2.404 0.602 -1.704 -0.5 0.0 0.3 -0.570
H -1.925 -1.634 1.259 0.0 0.1 -0.2 0.285
H -2.436 -1.515 -0.441 0.1 0.1 0.2 0.329
H -2.569 -0.101 0.633 0.1 -0.1 -0.1 0.325
H 0.097 -1.385 -0.281 0.0 0.1 0.1 0.316
H 1.117 0.724 -1.765 0.2 0.0 -0.4 0.574
H -1.035 1.460 -0.908 0.2 -0.2 0.0 0.333
H 1.882 1.387 1.303 0.0 -0.1 0.0 0.297
H 1.933 -0.400 1.257 0.0 0.1 0.0 0.289
```
Positions in Å, forces in eV/Å.

Properties
Maximum force   0.63 eV/Å
Molar mass   96.1 g/mol
Orbital gap   9.6 eV
Net charge   0

---

No. 2
This record from the OMol25 dataset describes a cluster of 2 separate species, C5H8N2 in total. The level of theory is ωB97M-V/def2-TZVPD.

Geometry as XYZ:
```
15
Properties=species:S:1:pos:R:3:forces:R:3:mulliken_charge:R:1
C 2.821 -0.773 -0.261 -0.2 0.0 -0.2 -0.522
N 1.096 0.048 0.605 0.2 0.1 0.0 0.123
C 0.767 1.294 0.131 0.0 0.0 0.0 -0.400
C -0.556 1.254 -0.183 0.1 0.0 0.0 -0.583
C -0.978 -0.073 0.156 0.0 -0.1 0.0 0.759
C -2.350 -0.656 0.023 0.0 0.0 0.0 -1.031
N 0.017 -0.782 0.642 -0.2 0.1 -0.1 -0.794
H 2.755 -0.147 -1.171 0.0 -0.1 0.1 0.153
H 2.263 -1.690 -0.527 0.1 0.1 0.0 0.185
H 1.923 -0.175 1.171 -0.1 0.1 0.1 0.431
H 1.513 2.072 0.046 -0.1 -0.1 0.0 0.456
H -1.161 2.045 -0.603 0.1 -0.1 0.1 0.370
H -2.701 -0.613 -1.013 0.1 0.0 0.1 0.276
H -3.069 -0.105 0.640 0.1 -0.1 -0.1 0.272
H -2.341 -1.700 0.346 0.0 0.2 0.0 0.305
```
Positions in Å, forces in eV/Å.

Properties
Maximum force   0.30 eV/Å
Molar mass   96.1 g/mol
Orbital gap   9.1 eV
Net charge   0

---

No. 3
This record from the OMol25 dataset describes a structure of composition C5H8N2. The level of theory is ωB97M-V/def2-TZVPD.

Geometry as XYZ:
```
15
Properties=species:S:1:pos:R:3:forces:R:3:mulliken_charge:R:1
C -0.065 1.281 -2.280 0.0 0.0 0.0 -0.990
C 0.207 0.565 2.588 0.0 0.2 0.0 -0.253
C 0.596 0.583 1.249 0.1 -0.2 0.0 -0.392
C -0.012 -0.644 0.900 0.0 0.0 -0.1 0.954
N 0.324 -1.480 -0.121 0.1 0.0 0.0 -0.415
C -0.988 -0.962 1.929 -0.1 -0.1 0.0 -0.708
N -0.977 -0.006 2.844 0.1 -0.2 0.0 -0.394
H 1.004 1.113 -2.443 -0.2 0.0 0.0 0.234
H -0.626 0.385 -2.556 0.1 0.1 0.0 0.251
H -0.390 2.120 -2.900 0.0 -0.1 0.1 0.315
H 1.507 0.974 0.818 -0.2 0.0 0.1 0.368
H 0.336 -2.474 0.046 -0.1 0.1 0.0 0.228
H 0.993 -1.153 -0.803 -0.1 0.0 0.1 0.210
H -1.661 -1.814 1.955 0.1 0.1 0.0 0.379
H -0.247 1.513 -1.227 0.0 0.0 -0.2 0.215
```
Positions in Å, forces in eV/Å.

Properties
Maximum force   0.23 eV/Å
Molar mass   96.1 g/mol
Orbital gap (alpha / beta)   7.7 / 7.7 eV
Net charge   0

---

No. 4
This record from the OMol25 dataset describes the molecule C5H8N2. The level of theory is ωB97M-V/def2-TZVPD.

Geometry as XYZ:
```
15
Properties=species:S:1:pos:R:3:forces:R:3:mulliken_charge:R:1
C -0.577 2.486 0.285 0.0 -0.4 0.8 -1.058
C 0.254 1.575 -0.630 -0.2 -0.3 -0.4 -0.560
C 0.192 0.113 -0.278 -0.8 0.6 -0.2 0.231
C -0.888 -0.691 -0.546 0.5 -0.2 0.4 -0.273
N -0.674 -1.955 -0.048 -0.7 -0.1 0.7 -0.610
C 0.445 -1.893 0.610 0.2 0.2 -0.4 -0.194
N 1.023 -0.654 0.484 0.4 -0.6 0.3 -0.117
H -1.306 3.057 -0.278 0.1 0.3 0.0 0.292
H 0.041 3.124 0.911 0.1 0.4 -0.3 0.310
H -1.143 1.921 1.033 0.0 -0.2 -0.3 0.362
H -0.185 1.582 -1.625 -0.1 0.2 -0.1 0.245
H 1.249 1.984 -0.803 0.2 -0.2 0.3 0.420
H -1.876 -0.385 -0.853 0.2 -0.1 -0.6 0.377
H 0.869 -2.674 1.222 0.1 0.0 -0.2 0.381
H 1.968 -0.478 0.774 -0.1 0.4 0.0 0.195
```
Positions in Å, forces in eV/Å.

Properties
Maximum force   1.03 eV/Å
Molar mass   96.1 g/mol
Orbital gap   9.4 eV
Net charge   0
SMILES   CCc1cnc[nH]1

---

No. 5
This record from the OMol25 dataset describes the molecule C5H8N2. The level of theory is ωB97M-V/def2-TZVPD.

Geometry as XYZ:
```
15
Properties=species:S:1:pos:R:3:forces:R:3:mulliken_charge:R:1
C -1.277 -1.165 0.481 0.0 -0.2 0.1 -0.940
N -0.186 -0.512 -0.245 0.9 -0.3 0.9 0.041
C 1.104 -1.027 -0.161 0.3 0.2 0.5 -0.646
C 1.968 0.009 0.001 0.2 -0.3 0.0 -0.271
C 1.225 1.250 0.016 0.1 -0.1 0.1 -0.814
C -0.070 0.881 -0.088 0.5 -0.9 0.2 0.397
N -1.295 1.371 -0.464 0.2 -0.4 -0.3 -0.508
H -2.230 -0.676 0.259 0.3 -0.2 0.0 0.326
H -1.331 -2.218 0.201 0.0 0.1 0.0 0.363
H -1.085 -1.074 1.555 -0.1 -0.2 0.0 0.290
H 1.249 -2.091 -0.078 0.1 0.0 -0.2 0.359
H 3.033 -0.080 0.097 0.2 0.0 -0.1 0.423
H 1.620 2.257 -0.058 -0.1 -0.2 0.2 0.367
H -1.453 2.374 -0.349 -0.1 -0.8 -1.3 0.234
H -1.216 0.594 -1.223 -2.6 3.2 -0.1 0.379
```
Positions in Å, forces in eV/Å.

Properties
Maximum force   4.13 eV/Å
Molar mass   96.1 g/mol
Orbital gap   8.4 eV
Net charge   0
SMILES   Cn1cccc1N

---

No. 6
This record from the OMol25 dataset describes the molecule C5H8N2. The level of theory is ωB97M-V/def2-TZVPD.

Geometry as XYZ:
```
15
Properties=species:S:1:pos:R:3:forces:R:3:mulliken_charge:R:1
C -2.265 0.232 0.476 -0.1 0.0 0.0 -0.867
N -0.846 0.246 0.202 0.2 0.1 0.0 0.171
C -0.033 1.337 0.276 -0.1 0.0 0.0 -0.544
C 1.258 0.944 0.013 0.1 0.0 0.0 -0.705
C 1.229 -0.456 -0.235 -0.2 0.1 0.0 0.686
N 2.355 -1.265 -0.500 0.0 0.0 -0.2 -0.578
C -0.080 -0.860 -0.111 0.0 0.0 0.0 -0.561
H -2.775 1.004 -0.107 0.1 -0.1 0.1 0.327
H -2.676 -0.738 0.189 0.1 0.1 0.0 0.276
H -2.471 0.396 1.540 0.0 0.0 -0.1 0.293
H -0.434 2.314 0.513 0.1 -0.2 0.0 0.381
H 2.136 1.580 0.000 -0.2 -0.1 0.0 0.332
H 3.037 -0.776 -1.066 -0.1 -0.1 0.1 0.257
H 2.099 -2.122 -0.975 0.1 0.1 0.1 0.238
H -0.533 -1.836 -0.216 0.1 0.1 0.0 0.294
```
Positions in Å, forces in eV/Å.

Properties
Maximum force   0.23 eV/Å
Molar mass   96.1 g/mol
Orbital gap   8.5 eV
Net charge   0
SMILES   Cn1ccc(N)c1

---

No. 7
This record from the OMol25 dataset describes a cluster of 2 separate species, C5H8N2 in total. The level of theory is ωB97M-V/def2-TZVPD.

Geometry as XYZ:
```
15
Properties=species:S:1:pos:R:3:forces:R:3:mulliken_charge:R:1
N 1.902 -0.012 -0.495 0.0 0.3 0.2 -0.531
C 1.775 -0.144 0.923 0.2 -0.3 0.0 0.060
C 0.513 -0.167 1.617 0.2 0.3 0.1 -0.223
N 1.123 0.923 1.790 -0.3 -0.3 -0.1 -0.465
H 2.750 0.500 -0.727 -0.1 -0.1 0.0 0.245
H 1.113 0.490 -0.890 0.1 -0.1 0.0 0.206
H 2.643 -0.634 1.357 -0.1 0.1 0.0 0.389
H -0.433 -0.625 1.897 0.2 0.1 -0.1 0.322
C -1.225 -0.833 -0.857 -0.1 -0.1 0.0 -0.483
C -2.302 -0.368 -0.321 0.0 -0.2 0.0 -0.220
C -1.451 0.646 -1.026 0.1 0.3 -0.1 -0.544
H -0.560 -1.656 -1.078 -0.1 0.2 0.1 0.393
H -3.212 -0.518 0.240 0.2 0.0 -0.1 0.369
H -0.868 1.360 -0.434 -0.1 -0.1 -0.1 0.266
H -1.767 1.036 -1.998 0.0 -0.1 0.2 0.215
```
Positions in Å, forces in eV/Å.

Properties
Maximum force   0.44 eV/Å
Molar mass   96.1 g/mol
Orbital gap   10.1 eV
Net charge   0
SMILES   N[C@@H]1C=N1.C1=CC1

---

No. 8
This record from the OMol25 dataset describes the molecule C5H8N2. The level of theory is ωB97M-V/def2-TZVPD.

Geometry as XYZ:
```
15
Properties=species:S:1:pos:R:3:forces:R:3:mulliken_charge:R:1
N -2.585 0.071 1.779 0.9 0.2 -0.3 -0.448
C -1.518 0.229 1.363 -0.9 -0.2 0.4 0.050
C -0.161 0.432 0.805 -0.1 -0.4 0.0 0.291
N 0.378 1.773 1.041 -0.2 0.0 -0.1 -0.620
C -0.180 0.038 -0.669 -0.2 -1.4 0.5 -0.294
C 0.140 -1.481 -1.062 0.5 -0.6 0.3 -0.628
C 1.126 -0.406 -1.229 0.4 -0.1 -0.2 -0.464
H 0.513 -0.254 1.336 -0.2 0.0 0.0 0.236
H 0.447 1.954 2.042 0.0 -0.1 -0.3 0.268
H -0.232 2.487 0.653 0.1 -0.1 0.0 0.267
H -1.116 -0.253 -1.121 -0.7 2.4 -0.8 0.385
H 0.137 -2.196 -0.258 0.5 -0.2 0.1 0.251
H -0.321 -1.824 -1.997 -0.2 0.2 0.7 0.275
H 1.471 -0.122 -2.213 0.0 0.0 0.0 0.245
H 1.903 -0.448 -0.471 0.0 0.4 -0.2 0.184
```
Positions in Å, forces in eV/Å.

Properties
Maximum force   2.56 eV/Å
Molar mass   96.1 g/mol
Orbital gap   10.5 eV
Net charge   0
SMILES   N#C[C@H](N)C1CC1

---

> Which formula does entry 5 have?

C5H8N2

---

Repeat the first record exactly.
This record from the OMol25 dataset describes a structure of composition C5H8N2. The level of theory is ωB97M-V/def2-TZVPD.

Geometry as XYZ:
```
15
Properties=species:S:1:pos:R:3:forces:R:3:mulliken_charge:R:1
C -1.954 -0.973 0.382 0.0 0.1 0.0 -1.326
C -0.556 -0.548 -0.012 0.0 -0.2 0.0 0.552
C -0.239 0.757 -0.640 -0.2 0.1 -0.2 -0.715
N 0.032 0.526 0.792 0.1 0.0 0.2 -0.497
C 1.489 0.493 0.806 0.1 -0.1 0.1 -0.349
C 1.761 0.607 -0.681 -0.1 0.0 0.1 0.156
N 2.404 0.602 -1.704 -0.5 0.0 0.3 -0.570
H -1.925 -1.634 1.259 0.0 0.1 -0.2 0.285
H -2.436 -1.515 -0.441 0.1 0.1 0.2 0.329
H -2.569 -0.101 0.633 0.1 -0.1 -0.1 0.325
H 0.097 -1.385 -0.281 0.0 0.1 0.1 0.316
H 1.117 0.724 -1.765 0.2 0.0 -0.4 0.574
H -1.035 1.460 -0.908 0.2 -0.2 0.0 0.333
H 1.882 1.387 1.303 0.0 -0.1 0.0 0.297
H 1.933 -0.400 1.257 0.0 0.1 0.0 0.289
```
Positions in Å, forces in eV/Å.

Properties
Maximum force   0.63 eV/Å
Molar mass   96.1 g/mol
Orbital gap   9.6 eV
Net charge   0

---

Repeat the fifth record exactly.
This record from the OMol25 dataset describes the molecule C5H8N2. The level of theory is ωB97M-V/def2-TZVPD.

Geometry as XYZ:
```
15
Properties=species:S:1:pos:R:3:forces:R:3:mulliken_charge:R:1
C -1.277 -1.165 0.481 0.0 -0.2 0.1 -0.940
N -0.186 -0.512 -0.245 0.9 -0.3 0.9 0.041
C 1.104 -1.027 -0.161 0.3 0.2 0.5 -0.646
C 1.968 0.009 0.001 0.2 -0.3 0.0 -0.271
C 1.225 1.250 0.016 0.1 -0.1 0.1 -0.814
C -0.070 0.881 -0.088 0.5 -0.9 0.2 0.397
N -1.295 1.371 -0.464 0.2 -0.4 -0.3 -0.508
H -2.230 -0.676 0.259 0.3 -0.2 0.0 0.326
H -1.331 -2.218 0.201 0.0 0.1 0.0 0.363
H -1.085 -1.074 1.555 -0.1 -0.2 0.0 0.290
H 1.249 -2.091 -0.078 0.1 0.0 -0.2 0.359
H 3.033 -0.080 0.097 0.2 0.0 -0.1 0.423
H 1.620 2.257 -0.058 -0.1 -0.2 0.2 0.367
H -1.453 2.374 -0.349 -0.1 -0.8 -1.3 0.234
H -1.216 0.594 -1.223 -2.6 3.2 -0.1 0.379
```
Positions in Å, forces in eV/Å.

Properties
Maximum force   4.13 eV/Å
Molar mass   96.1 g/mol
Orbital gap   8.4 eV
Net charge   0
SMILES   Cn1cccc1N